Below is a molecular structure, C28H24BCl7F5N6Pb at a distorted geometry, with properties calculated with ωB97M-V with the def2-TZVPD basis set.

Geometry as ORCA input:
```
! RIJCOSX wB97M-V def2-TZVPD def2/J DEFGRID3
* xyz -1 1
Pb 0.07358 1.21051 -0.07410
C -0.75410 1.10708 3.48969
C -0.79895 -0.25149 2.87363
C -1.08164 -1.48393 3.47626
C -0.98255 -2.41634 2.46543
C -1.19999 -3.89229 2.53903
N -0.65209 -1.76915 1.32827
N -0.54757 -0.43589 1.58790
B -0.41000 -2.40615 -0.05849
N 1.06961 -2.17086 -0.48731
N 1.59688 -0.98726 -0.27166
C 2.74289 -0.89557 -0.94372
C 4.61239 0.97455 -1.83110
C 2.86775 -2.08388 -1.72618
C 1.86767 -2.91661 -1.30873
C 1.57355 -4.34416 -1.62699
N -1.30173 -1.74418 -1.13424
N -1.19362 -0.43330 -1.46776
C -2.06100 -0.20173 -2.44618
C -2.22051 1.13285 -3.09730
C -2.75375 -1.38075 -2.75075
C -2.24443 -2.33377 -1.89460
C -2.61810 -3.77541 -1.77752
H -1.32940 1.12250 4.41376
H -1.16185 1.85507 2.80794
H 0.27398 1.39429 3.72173
H -1.32323 -1.66627 4.50981
H -1.48008 -4.16431 3.55491
H -0.29684 -4.43964 2.26716
H -1.99636 -4.20621 1.86342
H -0.61687 -3.58163 -0.02969
H 5.19560 1.25636 -2.67686
H 4.70605 -0.91563 -1.03321
H 4.79314 -0.10970 0.27385
H 3.79514 -2.31125 -2.23058
H 2.40051 -4.76868 -2.19292
H 0.66129 -4.44286 -2.21775
H 1.44594 -4.91852 -0.70921
H -1.59380 1.88263 -2.62339
H -3.25899 1.46203 -3.03564
H -1.94303 1.07082 -4.15111
H -3.52356 -1.51384 -3.49264
H -3.40892 -3.99992 -2.49086
H -2.97602 -4.00985 -0.77452
H -1.76771 -4.42575 -1.98493
Cl 3.92439 0.21602 -0.70883
C 3.42092 1.19524 0.33052
C 3.45399 1.81028 1.62563
C 2.71606 2.82060 2.28630
Cl 1.23219 3.58010 1.77626
C 3.29381 3.08903 3.52988
Cl 2.72034 4.23658 4.68202
C 4.40690 2.26127 3.67777
Cl 5.43933 2.18654 5.06161
C 4.51297 1.49718 2.52346
Cl 5.78608 0.37979 2.17018
Cl 1.33569 1.58748 -2.96778
C 1.74924 3.33254 -2.97069
Cl 2.80762 3.89036 -1.69246
H 0.80985 3.86168 -2.85694
H 2.21777 3.53378 -3.92558
F -3.38702 0.21797 0.84254
C -3.44124 1.49419 0.38602
C -2.29388 2.14847 -0.00064
C -2.48927 3.41941 -0.47795
F -1.41474 4.12977 -0.93876
C -3.72034 4.04379 -0.57080
F -3.85575 5.28749 -1.06186
C -4.84244 3.34927 -0.15610
F -6.05362 3.91988 -0.22466
C -4.70534 2.05779 0.32320
F -5.80273 1.38153 0.70479
*
```

Summary:
M   1005.7 g/mol
HOMO-LUMO gap   5.4 eV
DFT total energy   -5347.6963 Ha
ΔE to the lowest compared entry with this formula, charge and spin   469.1 kcal/mol